[1]
Below is a molecular structure, H12IO6, with properties calculated with ωB97M-V/def2-TZVPD.

```
19
Properties=species:S:1:pos:R:3:forces:R:3:nbo_charge:R:1
I 7.39411 10.26599 -12.09470 5.53 -5.95 -1.98 -0.21
O 7.46510 7.62498 -11.59158 0.32 -3.43 0.24 -0.98
H 6.51503 7.51316 -11.55859 -0.28 0.11 0.15 0.46
H 7.59989 8.56633 -11.48236 0.22 -1.13 0.79 0.40
O 7.10304 9.83676 -14.79487 -0.67 -0.57 -2.91 -0.99
H 7.61604 9.05674 -14.58362 0.09 -0.08 0.19 0.47
H 7.21163 10.40850 -14.03490 0.35 0.30 -0.70 0.43
O 7.22870 12.45008 -10.77533 -0.44 4.17 2.98 -0.97
H 7.20326 11.69413 -11.36194 -1.05 2.84 1.34 0.32
H 6.65326 13.09387 -11.18840 -0.17 0.40 0.00 0.45
O 4.98873 11.21608 -13.03994 -2.68 2.22 -2.10 -0.96
H 4.84975 10.68640 -13.82503 0.08 0.01 -0.40 0.46
H 5.88644 11.01845 -12.77293 -0.84 1.00 -0.83 0.38
O 9.38467 11.85351 -12.21426 3.16 2.29 -0.73 -0.96
H 8.70641 11.49293 -11.64312 1.56 1.18 0.82 0.42
H 10.09815 11.21687 -12.17109 0.20 -0.17 -0.06 0.45
O 4.92298 9.62041 -11.34257 -3.22 -2.52 2.62 -0.97
H 4.42223 9.20298 -12.04346 -0.34 0.14 -0.05 0.44
H 5.73792 9.89687 -11.76170 -1.82 -0.80 0.62 0.36
```
Forces are in eV/Å.

* LUMO energy: 0.121 Ha
* ΔE to the lowest compared entry with this formula, charge and spin: 9.9880 eV
* highest occupied orbital energy: -4.3 eV
* charge: -1
* orbital gap: 7.63 eV

***

[2]
Below is 2 unconnected molecules or ions with the total composition C3H8N2S, with properties calculated with ωB97M-V/def2-TZVPD.

```
14
Properties=species:S:1:pos:R:3:forces:R:3:nbo_charge:R:1
C 1.26965 -0.08270 0.21250 -1.23 -0.31 -1.25 -0.37
C 2.70807 -0.21327 0.60712 2.19 -0.03 1.04 0.12
C -2.22139 0.16252 0.71562 1.33 1.82 -0.31 -0.87
N 0.91956 1.31593 -0.02735 0.74 1.59 -0.98 -0.50
N 3.65259 -0.26646 -0.24586 -6.33 -0.57 -1.74 -0.60
S 1.92310 2.26563 -0.78118 -0.79 -0.26 0.54 0.37
H 1.05894 -0.55366 -0.80584 0.41 0.17 1.33 0.25
H 0.42617 -0.34855 0.89761 1.42 -0.62 -0.11 0.23
H 2.95313 -0.08338 1.70153 -0.51 -0.17 -0.79 0.15
H -2.05568 -0.17324 1.75568 0.11 0.57 -0.44 0.21
H -3.27948 0.16223 0.54270 -0.51 -0.64 -0.44 0.22
H -1.94425 1.28460 0.50112 -0.06 -2.22 0.85 0.23
H -1.59580 -0.47248 0.04233 -0.98 0.45 0.33 0.21
H 4.56292 -0.23103 -0.04893 4.20 0.22 1.97 0.35
```
Forces are in eV/Å.

* LUMO energy (alpha / beta): -0.042 / -0.041 Ha
* ΔE to the lowest compared entry with this formula, charge and spin: 4.0341 eV
* SMILES: [H]/N=C/CN=S.C
* highest occupied orbital energy (alpha / beta): -8.3 / -8.3 eV
* orbital gap (alpha / beta): 7.14 / 7.14 eV